Here is one molecule with the formula C3H3NO2 at a distorted geometry from OMol25. Energies are from ωB97M-V/def2-TZVPD.

Cartesian coordinates (Å):
O1 0.65885 1.44837 -0.85778
O2 -0.03558 -0.57073 -0.05812
N1 3.14223 -0.61809 0.44306
C1 2.16904 -0.17052 0.01048
C2 0.84993 0.36235 -0.38693
C3 -1.39766 -0.21321 0.18814
H1 -1.79200 -1.08032 0.71638
H2 -1.95317 -0.04641 -0.73528
H3 -1.44219 0.67390 0.82454

Force components x, y, z for each atom (eV/Å):
O -0.0160 -0.5879 0.3429
O 0.2148 -0.0859 0.1210
N -0.8394 0.5169 -0.5367
C 1.0113 -0.3953 0.3286
C -0.1354 0.3568 -0.0833
C -0.2754 0.0603 0.0177
H -0.1149 0.1895 -0.0735
H 0.1569 0.0280 0.0211
H -0.0018 -0.0823 -0.1378

Computed properties:
Spin multiplicity: 1
HOMO energy, eV: -11.9
Energy relative to the best compared isomer or geometry (same formula, charge and spin), eV: 1.477
SMILES: COC(=O)C#N
Gap between HOMO and LUMO, eV: 12.0
LUMO energy, hartree: 0.00426

---

Here is one molecule with the formula C3H3NO2 from OMol25. Energies are from ωB97M-V/def2-TZVPD.

Cartesian coordinates (Å):
O1 -0.84330 1.07279 1.53123
O2 0.63257 -0.33096 -1.15868
N1 -0.97765 -0.91235 0.33738
C1 -0.46143 -1.04304 -0.82192
C2 -0.33124 0.25535 0.82192
C3 0.97704 0.38237 0.04128
H1 -0.89418 -1.63974 -1.61559
H2 1.23223 1.41697 -0.18357
H3 1.82240 -0.12648 0.52153

Force components x, y, z for each atom (eV/Å):
O 0.4611 -0.3541 0.2227
O 0.0207 -0.1659 -0.0859
N -0.1620 0.2653 -0.4034
C -0.1614 -0.1029 -0.0676
C -0.1302 0.4774 0.3004
C -0.0204 0.1146 0.0707
H 0.3063 -0.2101 0.0284
H -0.0873 -0.1464 -0.0781
H -0.2268 0.1220 0.0129

Computed properties:
Spin multiplicity: 1
HOMO energy, eV: -10.3
Energy relative to the best compared isomer or geometry (same formula, charge and spin), eV: 1.215
SMILES: O=C1COC=N1
Gap between HOMO and LUMO, eV: 10.9
LUMO energy, hartree: 0.01991

---

Here is one molecule with the formula C3H3NO2 at a distorted geometry from OMol25. Energies are from ωB97M-V/def2-TZVPD.

Cartesian coordinates (Å):
O1 0.20594 -0.67515 -1.42919
O2 0.56177 -1.59653 0.81558
N1 -0.80718 2.58750 -1.39061
C1 0.19658 -0.25755 0.85219
C2 0.09126 0.21645 -0.61976
C3 -0.37329 1.56112 -1.06819
H1 0.93920 0.24661 1.47894
H2 -0.00709 -1.92751 0.07430
H3 -0.80719 -0.15495 1.28675

Force components x, y, z for each atom (eV/Å):
O -0.1558 1.0769 -0.5377
O -0.9936 -0.4397 -0.6769
N 0.6255 -1.3559 0.4143
C 0.1422 0.4414 0.1129
C -0.2595 -1.0117 -0.0907
C -0.1920 0.8238 0.2116
H -0.2819 0.3829 -0.3043
H 1.0714 -0.3416 0.7840
H 0.0436 0.4239 0.0868

Computed properties:
Spin multiplicity: 1
HOMO energy, eV: -11.3
Energy relative to the best compared isomer or geometry (same formula, charge and spin), eV: 2.098
SMILES: N#CC(=O)CO
Gap between HOMO and LUMO, eV: 10.5
LUMO energy, hartree: -0.02762

---

Here is one molecule with the formula C3H3NO2 at a distorted geometry from OMol25. Energies are from ωB97M-V/def2-TZVPD.

Cartesian coordinates (Å):
O1 -0.72183 0.03811 2.40726
O2 -0.01496 1.39463 0.70685
N1 0.18394 -0.78947 0.40741
C1 0.69711 1.20055 -0.42771
C2 -0.24530 0.16964 1.31630
C3 0.66850 -0.16977 -0.71923
H1 0.05098 -1.77636 0.56628
H2 1.14711 -0.72132 -1.53315
H3 0.12772 1.17914 -1.52022

Force components x, y, z for each atom (eV/Å):
O 0.2589 -0.1383 -0.4688
O -0.2987 -0.5352 0.9643
N -0.2134 -0.3039 -0.0893
C -1.0478 -1.9732 -4.7327
C -0.3919 0.3515 0.3271
C 1.5028 0.0016 2.1638
H -0.0153 0.1840 0.0640
H -0.4672 0.4222 0.2525
H 0.6726 1.9914 1.5191

Computed properties:
Spin multiplicity: 1
HOMO energy, eV: -9.2
Energy relative to the best compared isomer or geometry (same formula, charge and spin), eV: 2.742
SMILES: O=c1[nH]cco1
Gap between HOMO and LUMO, eV: 9.7
LUMO energy, hartree: 0.02017

---

Here is one molecule with the formula C3H3NO2 at a distorted geometry from OMol25. Energies are from ωB97M-V/def2-TZVPD.

Cartesian coordinates (Å):
O1 -0.04465 -1.23947 -0.49865
O2 1.34908 0.22942 0.89042
N1 -0.48002 2.43989 -0.70981
C1 -0.51174 1.24326 -0.47203
C2 1.27620 -0.76372 0.07356
C3 -0.89569 -0.15663 -0.01707
H1 -0.88476 -0.18661 1.25044
H2 2.15377 -1.42416 -0.29749
H3 -1.96219 -0.14198 -0.21936

Force components x, y, z for each atom (eV/Å):
O 2.4334 3.5509 2.0645
O 0.1908 -5.7986 -4.6395
N -0.0250 -7.1553 1.2050
C -0.3392 5.8424 -0.6624
C -0.5960 2.4083 2.5478
C -0.1971 0.9424 3.3108
H 0.1385 0.3735 -3.6525
H -1.6437 1.1313 0.6024
H 0.0383 -1.2951 -0.7762

Computed properties:
Spin multiplicity: 1
HOMO energy, eV: -11.3
Energy relative to the best compared isomer or geometry (same formula, charge and spin), eV: 3.457
SMILES: N#CCOC=O
Gap between HOMO and LUMO, eV: 11.5
LUMO energy, hartree: 0.00535

---

Here is a 2-piece molecular cluster, C3H3NO2 overall at a distorted geometry from OMol25. Energies are from ωB97M-V/def2-TZVPD.

Cartesian coordinates (Å):
O1 -0.12346 -2.79419 -1.03484
O2 -1.54436 -0.28696 0.32340
N1 0.11131 1.25495 -0.14546
C1 1.07723 0.56798 0.30837
C2 -1.18122 0.86379 0.23352
C3 0.49883 -1.84462 -1.04328
H1 0.94993 -0.20619 1.07433
H2 2.08168 0.73248 -0.08011
H3 -1.86994 1.71276 0.36406

Force components x, y, z for each atom (eV/Å):
O 0.7746 1.1712 -0.0416
O 0.1596 0.4973 -0.0332
N 0.3192 -0.2762 0.0518
C -0.1251 0.1889 -0.0186
C -0.2651 -0.2719 0.1094
C -0.7634 -1.4841 -0.1228
H -0.0442 0.1625 -0.0897
H -0.1082 0.0874 0.0972
H 0.0526 -0.0752 0.0474

Computed properties:
Spin multiplicity: 1
HOMO energy, eV: -10.3
Energy relative to the best compared isomer or geometry (same formula, charge and spin), eV: 1.948
Gap between HOMO and LUMO, eV: 10.4
LUMO energy, hartree: 0.00450